Below is C25H28AlB2Cl3F7KN4NaO14S2 as an isolated structure in a non-equilibrium geometry, with properties calculated with ωB97M-V/def2-TZVPD.

The geometry in XYZ format:
```
88
Properties=species:S:1:pos:R:3:mulliken_charge:R:1
K -0.3716 0.5270 -3.7631 0.935
Cl 0.1289 2.2296 2.5824 0.039
Cl -0.2512 3.4673 5.1869 -0.063
Cl 0.9904 4.9587 3.0093 -0.105
S -5.7994 -0.5663 -5.6729 1.348
S -1.3265 -7.2575 -2.4617 0.134
Al 2.2924 -6.3331 -4.4270 0.748
Na 3.8029 6.3716 3.2886 0.910
F -5.1249 -5.6972 -2.4094 -0.228
F 6.7870 7.5053 0.8112 -0.270
F 4.9844 8.2449 2.0138 -0.384
F -4.3186 -4.3614 -4.3050 -0.345
F -5.8356 -3.8444 -1.6732 -0.255
F -4.6082 -2.5038 -3.2260 -0.351
F -3.9766 -4.5707 -0.8962 -0.259
O 1.0115 1.3985 -2.3591 -0.951
O -4.8156 -1.3910 -6.3876 -0.516
O 4.2096 4.0497 1.1759 -0.568
O -5.3067 -0.2122 -4.3308 -0.441
O 2.3429 -3.3076 0.5806 -0.563
O 4.8517 6.1722 0.8514 -0.475
O 5.8944 4.2848 3.5558 -0.550
O -3.1944 -1.3945 3.5334 -0.494
O -7.0431 -1.3285 -5.5263 -0.500
O -2.7824 -0.7120 -4.7992 -0.338
O -2.3995 -0.1895 -2.4684 -0.478
O 6.2233 6.3660 2.7861 -0.554
O -6.0259 0.6726 -6.4232 -0.509
O 6.6959 9.2064 4.2389 -0.657
N -0.6103 3.1262 8.1831 -0.396
N 0.1177 1.1039 -0.3332 -0.088
N -2.4212 -6.1466 -2.7279 -0.497
N 0.0302 -6.3278 -2.4937 -0.674
C -3.9965 -3.6869 -3.1661 0.946
C -0.2226 3.7358 3.4551 -0.078
C -0.5906 -1.3665 2.3504 -0.283
C 0.7042 0.5749 -1.4380 -0.095
C 0.8932 -1.5512 -3.1620 -2.201
C 0.6305 -1.4104 3.0263 -0.913
C -1.6631 -2.6018 -3.1995 0.063
C -0.4400 -5.1003 -2.7096 1.031
C 1.5705 0.2581 1.5361 0.127
C -2.4850 -3.6809 -3.0630 -1.050
C 1.0949 4.6060 9.4788 -0.694
C -0.1386 -2.7518 -3.0561 0.565
C -4.7222 -4.5072 -2.0044 0.593
C -0.7003 -0.5140 1.2650 0.000
C 1.0849 -0.9607 -1.6394 0.030
C 0.4236 -3.9651 -2.8219 1.478
C 0.3558 0.2857 0.8583 -0.981
C -4.4777 -1.5720 3.2373 -0.550
C 1.9197 -4.2610 -2.7147 -2.316
C 4.8358 5.0165 1.5082 0.472
C 0.1403 3.7762 8.7484 0.360
C -1.8311 -0.9935 -5.8565 -0.746
C -1.8430 -4.9483 -2.8408 0.792
C 5.7059 5.1358 2.7370 0.402
C 1.6824 -0.5987 2.6248 -0.852
B -2.3140 -1.1307 -3.5292 -0.009
B 5.7377 7.1196 1.5906 0.976
H 2.6273 -0.6134 3.1576 0.499
H -1.1948 4.1011 3.1488 0.314
H -1.4102 -2.0131 2.6686 0.534
H 6.4888 8.4855 3.6342 0.350
H 2.9163 -3.8773 1.1030 0.250
H 2.3778 0.8949 1.1900 0.669
H 2.2327 -4.3570 -3.7750 0.237
H 0.5615 5.3381 10.0817 0.265
H -1.6473 -0.4886 0.7346 0.605
H 2.1303 -5.2122 -2.2194 0.443
H -0.8519 -1.3981 -5.4845 0.336
H -4.7103 -2.4072 2.5367 0.182
H 2.1378 -1.0754 -1.3754 0.570
H -2.2406 -1.7452 -6.5324 0.308
H -2.8344 0.6328 -2.7836 0.334
H -5.1434 -1.8084 4.1060 0.287
H 1.7938 -2.8488 1.2322 0.321
H -1.6064 -0.1179 -6.4712 0.289
H 2.5140 -3.4498 -2.3026 0.339
H -4.9992 -0.7044 2.7772 0.250
H 0.5421 2.0203 -0.1841 0.474
H 7.5902 9.4674 3.9992 0.293
H 1.8713 -1.8961 -3.4826 0.687
H 0.5423 -1.6319 -0.9768 0.413
H 1.7440 5.1268 8.7777 0.233
H 1.7027 3.9822 10.1311 0.265
H 0.7505 -2.0835 3.8671 0.457
H 0.6088 -0.7694 -3.8860 1.123
```

Calculated values
Strongest force on any atom, Eh/bohr: 0.1347
HOMO-LUMO gap, eV: 1.527
ΔE to the lowest compared entry with this formula, charge and spin, kJ/mol: 0.0
Charge: +1

***

Below is C25H28AlBr6CsF9IKN2O9PS2 as an isolated structure in a non-equilibrium geometry, with properties calculated with ωB97M-V/def2-TZVPD.

The geometry in XYZ format:
```
86
Properties=species:S:1:pos:R:3:mulliken_charge:R:1
Cs 5.8385 -0.8404 -1.6020 1.059
I 3.1155 5.2685 2.0269 0.359
Br -3.5898 -4.9966 -8.3521 -0.007
Br 7.3453 -7.4157 -2.5769 0.035
Br -6.6076 -4.5942 -7.3248 -0.042
Br 9.4521 -5.4192 -1.1992 -0.012
Br 6.5593 -5.8680 0.1255 -0.040
Br -4.4322 -5.9826 -5.4095 -0.037
K -0.0129 4.7757 6.2464 1.032
S -0.1698 5.4925 3.2364 1.125
S 1.2884 -6.9624 -5.3582 1.084
P 6.7485 4.5087 4.4264 0.868
Al -0.2093 -5.5535 -1.0795 0.686
F 0.2773 -3.5518 0.4457 -0.161
F -1.2718 -7.6808 -4.9065 -0.240
F -1.0657 -5.9134 -6.1470 -0.169
F 0.9169 5.0238 4.5013 -0.364
F -3.3917 2.4418 -0.5366 -0.199
F -0.6622 -7.8714 -6.9735 -0.232
F -1.5772 -4.2036 -0.8557 -0.121
F -1.9825 1.2819 -1.7785 -0.274
F -1.5176 -4.7836 1.3780 -0.196
O 8.1388 4.7520 5.0199 -0.420
O 1.9602 -6.3413 -6.4915 -0.652
O 6.1059 5.8536 4.0640 -0.488
O -1.4718 5.7619 3.9216 -0.556
O 6.8680 3.6455 3.1642 -0.446
O 1.7301 -8.3256 -5.0988 -0.653
O 0.2275 6.8289 2.6355 -0.402
O 5.8784 3.7819 5.4574 -0.466
O 1.2694 -6.1191 -4.1602 -0.660
N -1.1446 3.4271 1.3375 0.403
N -6.3220 4.4618 3.3314 -0.570
C -1.9457 -2.3925 0.8006 -0.329
C -4.7368 -4.6831 -6.8194 -0.301
C -0.0756 4.2640 1.8854 0.577
C -2.4670 0.2764 0.3669 0.187
C -5.9680 5.2478 2.1001 -0.647
C 0.9002 1.3436 -1.5906 -0.595
C -2.4853 3.5717 2.0399 0.009
C -0.9573 2.5087 0.2119 0.286
C 1.3887 4.1591 1.2858 -0.736
C -3.6322 0.0703 1.4130 -0.124
C 3.9628 -0.9748 0.0079 -1.206
C -1.6275 -1.0250 0.0888 0.198
C -3.3414 4.8358 1.5578 -0.350
C -4.8971 4.4723 1.1893 -0.409
C 2.6674 0.0301 -0.0115 0.248
C 3.8797 -1.7644 1.4431 -0.964
C -1.1274 -3.7349 0.4847 1.004
C 2.4225 0.7540 -1.4564 -1.189
C -3.9257 -1.2612 2.1419 -0.796
C -0.4943 -7.1134 -5.8671 0.585
C 0.4904 2.3440 -0.4178 0.462
C -2.1855 1.6534 -0.3944 0.604
C 7.9938 -6.6659 -0.9114 -0.317
C 1.7014 3.2018 0.1086 -0.606
C -3.0954 -2.5376 1.8598 -0.671
H -5.7365 4.8620 4.0893 0.270
H -4.3339 0.9511 1.6681 0.251
H 3.2131 1.5689 -1.6551 0.340
H -5.0719 3.3268 1.1701 0.233
H -5.5516 6.2663 2.4030 0.330
H -4.4695 -3.7077 -6.4162 0.344
H -4.7874 -1.3556 2.8971 0.379
H -3.1588 2.6455 1.8728 -0.874
H -0.7685 -1.0687 -0.6634 0.157
H 2.5618 -0.0207 -2.3047 0.471
H 4.8094 -1.6220 2.0906 0.340
H -6.9040 5.4197 1.4395 0.277
H 3.6843 -2.8736 1.2520 0.254
H 2.7512 3.1510 -0.3218 0.338
H -2.2873 3.5265 3.1805 0.548
H 0.2488 0.4028 -1.6713 0.099
H -2.8537 5.2288 0.5841 0.306
H -3.3517 -3.5005 2.4066 0.396
H 1.7615 -0.5559 0.3635 0.126
H 3.9467 -1.6944 -0.9100 0.543
H -5.0477 4.8085 0.0904 0.302
H 8.3911 -7.4914 -0.3223 0.340
H 2.9814 -1.3711 2.0580 0.304
H -3.4075 5.7032 2.2933 0.358
H -6.0321 3.4815 3.2151 0.245
H 2.8925 0.8234 0.8024 0.312
H 0.8687 1.9360 -2.5849 0.387
H 4.9156 -0.3030 -0.0110 0.461
```

Calculated values
Strongest force on any atom, Eh/bohr: 0.1752
HOMO-LUMO gap, eV: 2.126
Charge: +2

***

Below is C25H28AlN9OSSe2 as an isolated structure in a non-equilibrium geometry, with properties calculated with ωB97M-V/def2-TZVPD.

The geometry in XYZ format:
```
67
Properties=species:S:1:pos:R:3:mulliken_charge:R:1
Se 3.3490 -4.4843 4.2484 0.424
Se -1.6069 2.5261 -0.4438 -0.080
S 1.4858 2.9323 2.5408 0.324
Al -0.1349 0.9225 0.3706 -0.435
O 0.6895 1.9765 1.5955 0.063
N -1.2440 -3.1072 -1.7051 0.158
N -1.1471 -1.3713 -3.3559 0.125
N -0.5707 -0.3767 1.7798 0.660
N 3.8357 -3.4099 2.9600 -0.865
N 1.7223 -3.8487 4.2425 -0.851
N -3.0840 -1.6152 -1.9745 0.098
N 0.3875 4.2614 -4.3105 -0.546
N 1.5952 -0.0901 0.2373 0.530
N -1.0023 -0.7779 -0.9946 0.799
C -0.7885 -2.3181 3.7466 -0.699
C 1.0985 4.1155 -3.2119 -0.732
C -1.8595 -1.5039 3.4286 -1.148
C 3.8699 -0.5532 -0.3139 -1.085
C -1.4814 3.2522 -3.2401 -0.298
C 0.6943 4.5399 2.2965 -0.910
C 1.6133 -2.9019 3.3293 0.978
C 0.5815 3.5383 -2.0621 0.082
C -2.6012 -1.2544 -3.3016 -0.730
C -0.7820 -2.7470 -3.0413 -0.734
C 0.4258 -2.1417 3.0679 0.131
C 1.6708 -0.9696 1.2596 0.115
C -2.5052 -0.7295 -1.0106 -1.035
C -0.8545 3.8278 -4.3401 -0.427
C -0.7441 3.1317 -2.0751 0.170
C 0.4879 -1.1626 2.0571 0.217
C 2.8168 -2.6562 2.5919 0.815
C -0.5557 -0.4866 -2.3922 -0.723
C 2.8495 -1.6930 1.5285 0.271
C -1.7030 -0.5283 2.4514 -0.508
C -2.6985 -2.9842 -1.6736 -0.694
C 3.9742 -1.4564 0.7261 -0.658
C 0.7996 2.5121 4.1649 -0.879
C 2.6632 0.1053 -0.5261 -0.366
C -0.6617 -2.2138 -0.7416 -0.677
H 0.5347 -0.5924 -2.4344 0.283
H 2.1092 4.4991 -3.2433 0.378
H -2.8193 0.2868 -1.2569 0.471
H -3.1344 -3.6577 -2.4125 0.351
H 4.7043 -0.3504 -0.9672 0.490
H 4.8897 -1.9898 0.9273 0.615
H -0.8725 -3.0854 4.4999 0.613
H 1.2512 5.2672 2.8823 0.482
H -1.0322 -2.4878 0.2514 0.170
H 0.3042 -2.8570 -3.0863 0.319
H -2.8642 -0.9971 -0.0109 0.360
H -2.8897 -0.2231 -3.5176 0.303
H 0.7675 4.8117 1.2453 0.276
H -3.0654 -3.2501 -0.6791 0.325
H -2.8114 -1.6054 3.9256 0.505
H -3.0425 -1.9175 -4.0469 0.350
H 0.4262 -2.3342 -0.7715 0.121
H -2.5075 2.9270 -3.2979 0.446
H -0.2790 2.6409 4.1690 0.318
H -0.8255 0.5464 -2.6385 0.191
H 1.0599 1.4795 4.3887 0.245
H 2.5497 0.8147 -1.3360 0.670
H -0.3482 4.5223 2.6034 0.335
H -2.4993 0.1588 2.1945 0.787
H -1.3823 3.9653 -5.2718 0.391
H -1.2437 -3.4161 -3.7673 0.371
H 1.1798 3.4252 -1.1668 0.493
H 1.2555 3.1593 4.9090 0.463
```

Calculated values
Strongest force on any atom, Eh/bohr: 0.0344
HOMO-LUMO gap, eV: 6.796
Charge: +2